(1)
C3HCrO2 as an isolated structure. Source: OMol25; level of theory: ωB97M-V/def2-TZVPD.

Last column: Löwdin spin population.
Positions of all 7 atoms, in Å:
C -1.6029 1.1979 -0.2550  -0.01
H -2.3315 1.9865 -0.3324  0.00
C -0.7879 0.3099 -0.1494  0.00
O -0.1067 -1.8924 0.0506  -0.01
C 0.2601 -0.7218 0.0508  0.00
Cr 3.1049 -0.5634 0.7262  4.05
O 1.4641 -0.3167 -0.0908  -0.04

Charge   +1
Calculated total energy   -1309.4355 Eh
ΔE to the lowest compared entry with this formula, charge and spin   67.8 kJ/mol
Frontier orbital gap (spin up / spin down)   5.4 / 6.3 eV
Multiplicity   5

***

(2)
C3HCuO2 as an isolated structure. Source: OMol25; level of theory: ωB97M-V/def2-TZVPD.

Last column: Löwdin spin population.
Positions of all 7 atoms, in Å:
C -1.7271 1.0897 -0.1810  0.09
H -2.2779 2.0109 -0.2205  0.00
C -1.0770 0.0723 -0.1505  0.03
O -0.4679 -1.1304 -0.2621  0.19
C 0.7090 -1.1868 0.4875  0.47
Cu 3.2422 -0.3987 0.3484  0.03
O 1.5986 -0.4571 -0.0219  0.19

Charge   +1
Calculated total energy   -1905.3577 Eh
ΔE to the lowest compared entry with this formula, charge and spin   304.5 kJ/mol
Frontier orbital gap (spin up / spin down)   8.8 / 6.5 eV
Multiplicity   2

***

(3)
C3HEuLiO4 as an isolated structure. Source: OMol25; level of theory: ωB97M-V/def2-TZVPD.

Last column: Löwdin spin population.
Positions of all 10 atoms, in Å:
O -0.0339 1.0160 -0.9757  -0.02
C 0.2245 0.2623 -0.0215  0.00
O -0.1363 0.1636 1.1191  0.00
Eu -1.4216 2.9073 -1.8530  7.02
O 1.5422 -0.3816 -0.2979  0.00
C 2.5949 -0.3378 0.6119  0.00
C 2.4365 -0.0138 1.8399  0.00
O 2.7227 0.2220 3.0008  0.00
Li 3.1649 -0.4514 4.6167  0.00
H 1.6429 -1.4159 -0.4276  0.00

Charge   +2
Calculated total energy   -1133.0362 Eh
Frontier orbital gap (spin up / spin down)   4.6 / 4.8 eV
Multiplicity   8

***

(4)
An isolated ion of composition C3HFNO2S and charge -1. Source: OMol25; level of theory: ωB97M-V/def2-TZVPD.

Last column: Löwdin charge in e.
Positions of all 9 atoms, in Å:
O -2.9153 -0.8321 -0.6871  0.13
C -1.9720 -0.3108 -0.1529  -0.05
C -0.8673 0.2787 0.2776  -0.21
F -0.8065 1.5693 0.6737  0.01
C 0.3714 -0.5489 0.1475  -0.61
O 0.2955 -1.7623 0.2614  -0.01
N 1.4817 0.0818 -0.1404  -0.39
S 2.0179 1.7637 -0.3966  0.13
H 2.3946 -0.2393 0.0168  -0.01

Charge   -1
Calculated total energy   -818.1914 Eh
ΔE to the lowest compared entry with this formula, charge and spin   167.4 kJ/mol
Frontier orbital gap   6.2 eV
Multiplicity   1

***

(5)
C3HFeO3 as an isolated structure. Source: OMol25; level of theory: ωB97M-V/def2-TZVPD.

Last column: Löwdin spin population.
Positions of all 8 atoms, in Å:
O 0.4789 -0.6902 0.1864  0.01
Fe -2.8585 -2.3434 -0.4477  4.65
O -1.3948 -1.3038 -0.8089  0.27
C -0.7937 -0.3110 -0.3291  0.04
O -1.1128 0.8558 -0.2722  0.03
C 1.9049 1.3042 0.6110  0.00
H 2.4061 2.2531 0.6490  0.00
C 1.3698 0.2353 0.4113  0.00

Charge   0
Calculated total energy   -1604.1852 Eh
ΔE to the lowest compared entry with this formula, charge and spin   0.0 kJ/mol
Frontier orbital gap (spin up / spin down)   8.4 / 7.6 eV
Multiplicity   6

***

(6)
C3HHoO3 as an isolated structure. Source: OMol25; level of theory: ωB97M-V/def2-TZVPD.

Last column: Löwdin spin population.
Positions of all 8 atoms, in Å:
C 1.9808 0.5629 -0.8721  0.58
C 1.5044 0.8974 0.2315  -0.04
O 0.3694 0.6439 0.9242  0.09
C -0.5571 -0.1988 0.3917  0.02
O -1.6919 0.0299 0.8745  0.01
Ho -3.6047 -1.2279 1.6642  3.01
O 1.5466 -0.1737 -1.8352  0.32
H 0.4525 -0.5338 -1.3789  0.02

Charge   +2
Calculated total energy   -1287.6903 Eh
ΔE to the lowest compared entry with this formula, charge and spin   322.1 kJ/mol
Frontier orbital gap (spin up / spin down)   6.8 / 6.6 eV
Multiplicity   5

***

(7)
C3HLiO4Sn as an isolated structure. Source: OMol25; level of theory: ωB97M-V/def2-TZVPD.

Last column: Löwdin spin population.
Positions of all 10 atoms, in Å:
O -0.4513 2.0725 0.5385  -0.01
C -0.3201 1.6023 -0.6156  0.02
O 0.1192 0.3123 -0.7296  0.18
O 0.3199 2.3848 -1.3828  0.05
Sn -0.7880 0.7525 2.0003  0.02
C -0.0679 -0.4511 0.3480  0.39
C 0.1421 -1.7891 0.2117  0.19
O 0.2225 -2.9268 0.2601  0.17
Li 0.3634 -5.1442 0.0124  0.00
H 0.4601 3.1870 -0.6429  0.00

Charge   +3
Calculated total energy   -636.4071 Eh
ΔE to the lowest compared entry with this formula, charge and spin   121.7 kJ/mol
Frontier orbital gap (spin up / spin down)   9.0 / 6.6 eV
Multiplicity   2

***

(8)
C3HMgO2 as an isolated structure. Source: OMol25; level of theory: ωB97M-V/def2-TZVPD.

Last column: Löwdin charge in e.
Positions of all 7 atoms, in Å:
O -0.5933 -1.0631 0.7982  -0.05
O -0.0559 -0.6706 -1.2804  -0.06
C -0.1328 -0.2794 -0.0778  -0.67
Mg -0.9295 -2.4043 -0.6994  1.46
C 0.9589 1.9566 -0.4092  0.31
C 0.3113 1.0797 0.2986  -0.14
H 0.4413 1.3811 1.3699  0.15

Charge   +1
Calculated total energy   -465.1211 Eh
ΔE to the lowest compared entry with this formula, charge and spin   149.2 kJ/mol
Frontier orbital gap   7.2 eV
Multiplicity   1

***

(9)
A 2-piece molecular cluster, C3HN2O4 overall. Source: OMol25; level of theory: ωB97M-V/def2-TZVPD.

Last column: Löwdin charge in e.
Positions of all 10 atoms, in Å:
C -0.9935 0.0429 -0.1408  -0.08
C 2.1706 0.8222 0.5547  -0.66
C 0.9056 2.1380 1.8696  -0.60
N -1.3567 1.0203 0.3246  0.08
N 0.5056 2.3185 0.6501  0.02
O 2.0206 1.1137 1.8239  0.13
O 2.9560 0.0413 0.0786  0.06
O 0.5892 2.5961 2.9346  0.02
O 1.3042 1.5328 -0.1974  -0.03
H -0.5463 -0.8252 -0.5541  0.05

Charge   -1
Calculated total energy   -525.4120 Eh
ΔE to the lowest compared entry with this formula, charge and spin   261.3 kJ/mol
Frontier orbital gap   7.9 eV
Multiplicity   1

***

(10)
One molecule with the formula C3HN3O2. Source: OMol25; level of theory: ωB97M-V/def2-TZVPD.

Last column: Löwdin charge in e.
Positions of all 9 atoms, in Å:
O 1.5872 -2.4453 -0.8689  0.23
C 0.9872 -1.5460 -0.4487  -0.09
C 0.4025 -0.4935 0.0406  -0.13
C 0.4299 0.8970 -0.3443  -0.10
N -0.5896 1.6391 -0.1769  0.04
N -1.7380 1.1553 0.3726  -0.02
N -1.7230 0.1362 1.0400  -0.03
O -0.6879 -0.6821 1.1268  -0.03
H 1.3318 1.3395 -0.7412  0.12

Charge   0
Calculated total energy   -429.4760 Eh
ΔE to the lowest compared entry with this formula, charge and spin   463.4 kJ/mol
Frontier orbital gap   8.3 eV
Multiplicity   1

***

(11)
One molecule with the formula C3HNO. Source: OMol25; level of theory: ωB97M-V/def2-TZVPD.

Last column: Löwdin charge in e.
Positions of all 6 atoms, in Å:
C 0.4227 -1.6643 -1.1486  0.06
C -0.1523 -0.4829 -0.5776  -0.37
C -0.3766 0.9454 1.3966  0.12
N -0.4427 -0.8659 -1.8414  0.16
O 0.0614 0.3586 0.3335  -0.03
H 0.4875 1.7092 1.8375  0.07

Charge   0
Calculated total energy   -244.6018 Eh
ΔE to the lowest compared entry with this formula, charge and spin   680.6 kJ/mol
Frontier orbital gap   8.9 eV
Multiplicity   1

***

(12)
One molecule with the formula C3HNO2. Source: OMol25; level of theory: ωB97M-V/def2-TZVPD.

Last column: Löwdin charge in e.
Positions of all 7 atoms, in Å:
N -2.1202 -0.8052 0.0274  0.20
C -1.1626 -0.1572 0.0392  -0.10
C 0.0516 0.6559 0.0034  -0.36
O 0.1258 1.8256 -0.0879  0.17
C 1.3417 -0.2140 0.1488  -0.14
O 1.2843 -1.3831 -0.1341  0.11
H 2.1758 0.3881 0.4352  0.12

Charge   0
Calculated total energy   -320.0945 Eh
ΔE to the lowest compared entry with this formula, charge and spin   12.6 kJ/mol
Frontier orbital gap   9.4 eV
Multiplicity   1